Formula: C13H44O9
Source: OMol25
Level of theory: wB97M-V/def2-TZVPD

The HOMO energy (alpha / beta) is -0.463 / -0.462 hartree. Its expectation value of S² is 0.7563. Its energy above the lowest of the compared OMol25 structures with the same formula, charge and spin is 248.5 kJ/mol. The max |F| comes out at 4.0 eV/A. The calculation puts the HOMO-LUMO gap (alpha / beta) at 10.2 / 3.1 eV. The calculation puts the total energy at -1198.33043 hartree. The value obtained for the LUMO energy (alpha / beta) is -2.437 / -9.483 eV.

ORCA input file:
```
! RIJCOSX wB97M-V def2-TZVPD def2/J DEFGRID3
* xyz 1 2
H 11.019 -15.655 -3.824
H 11.868 -11.997 0.605
H 13.467 -9.474 -2.474
C 14.027 -12.483 -5.281
C 15.056 -8.317 1.730
H 7.875 -10.779 -0.010
H 8.966 -11.796 -1.892
O 15.550 -9.188 2.697
O 13.970 -9.817 -3.217
C 8.448 -11.680 0.213
C 17.572 -13.698 -1.182
C 15.469 -12.694 -5.674
H 14.101 -11.476 -0.620
H 14.047 -13.932 1.259
C 13.555 -11.845 4.245
H 17.292 -13.127 4.793
H 13.528 -13.326 -5.758
H 16.028 -13.497 5.874
C 14.481 -13.073 0.747
H 12.305 -13.791 -3.057
O 11.465 -14.015 -2.652
H 15.686 -7.544 1.289
H 13.076 -13.024 -0.711
H 15.713 -9.624 -2.063
H 18.221 -14.327 -1.792
H 7.720 -12.480 0.077
O 13.891 -10.803 5.071
O 13.814 -12.577 -3.876
H 14.249 -10.113 4.508
C 16.803 -13.974 5.275
H 16.613 -13.743 -1.698
C 13.619 -12.304 -0.099
H 15.347 -13.486 0.230
H 18.277 -12.019 -1.982
H 14.456 -12.182 3.732
H 13.766 -11.509 -5.695
H 17.462 -14.601 5.875
H 15.563 -14.123 3.386
H 15.960 -9.943 2.269
H 15.991 -9.930 -3.783
O 10.316 -12.732 -0.513
H 16.616 -15.923 2.689
H 9.699 -14.958 -2.868
H 13.837 -11.745 -3.397
C 16.012 -14.772 4.137
H 14.893 -12.432 1.525
H 13.061 -12.671 4.755
H 15.305 -15.526 4.482
C 15.331 -9.441 -3.067
C 10.580 -14.723 -3.466
O 18.054 -12.344 -1.107
C 9.400 -11.731 -0.894
O 17.060 -15.455 3.400
H 15.731 -13.659 -5.242
H 10.208 -14.072 -4.257
H 15.376 -8.355 -3.149
O 12.746 -11.644 0.765
H 16.126 -11.942 -5.236
H 15.672 -12.864 -6.732
H 14.685 -8.797 0.824
H 14.186 -7.825 2.165
H 8.825 -11.688 1.236
H 10.792 -13.086 -1.268
H 12.921 -11.504 3.427
H 9.964 -10.804 -1.000
H 17.431 -14.223 -0.238
*
```

In the Mulliken picture, each atom carries the following charge in e: atom 1 (H): 0.290, atom 2 (H): 0.371, atom 3 (H): 0.262, atom 4 (C): -0.160, atom 5 (C): -0.442, atom 6 (H): 0.383, atom 7 (H): 0.396, atom 8 (O): -0.480, atom 9 (O): -0.534, atom 10 (C): -1.231, atom 11 (C): -0.515, atom 12 (C): -1.052, atom 13 (H): -0.032, atom 14 (H): 0.428, atom 15 (C): -0.094, atom 16 (H): 0.309, atom 17 (H): 0.286, atom 18 (H): 0.325, atom 19 (C): -0.621, atom 20 (H): 0.234, atom 21 (O): -0.510, atom 22 (H): 0.300, atom 23 (H): -0.013, atom 24 (H): 0.212, atom 25 (H): 0.341, atom 26 (H): 0.290, atom 27 (O): -0.267, atom 28 (O): -0.356, atom 29 (H): 0.383, atom 30 (C): -1.120, atom 31 (H): 0.139, atom 32 (C): 0.840, atom 33 (H): -0.113, atom 34 (H): 0.292, atom 35 (H): -0.083, atom 36 (H): 0.282, atom 37 (H): 0.364, atom 38 (H): -0.450, atom 39 (H): 0.293, atom 40 (H): 0.197, atom 41 (O): -0.528, atom 42 (H): 0.295, atom 43 (H): 0.302, atom 44 (H): 0.262, atom 45 (C): 0.594, atom 46 (H): -0.109, atom 47 (H): 0.373, atom 48 (H): 0.329, atom 49 (C): -0.539, atom 50 (C): -0.785, atom 51 (O): -0.506, atom 52 (C): -0.030, atom 53 (O): -0.529, atom 54 (H): 0.291, atom 55 (H): 0.310, atom 56 (H): 0.342, atom 57 (O): -0.435, atom 58 (H): 0.148, atom 59 (H): 0.362, atom 60 (H): 0.060, atom 61 (H): 0.279, atom 62 (H): 0.308, atom 63 (H): 0.355, atom 64 (H): 0.279, atom 65 (H): 0.181, atom 66 (H): 0.247



Formula: C13H49BrN22O12Si
Source: OMol25
Level of theory: wB97M-V/def2-TZVPD

The HOMO energy is -0.338 hartree. The max |F| comes out at 4.8 eV/A. The calculation puts the HOMO-LUMO gap at 9.3 eV. The calculation puts the total energy at -5496.21743 hartree. The value obtained for the LUMO energy is 0.072 eV.

ORCA input file:
```
! RIJCOSX wB97M-V def2-TZVPD def2/J DEFGRID3
* xyz 0 1
H 1.402 -3.997 -6.329
C -2.622 -1.532 6.631
H 3.083 3.226 -2.115
C -0.580 4.743 -6.927
H -0.061 3.475 -3.043
O 0.401 -6.062 4.546
H 1.154 -2.107 9.395
O -4.020 -1.534 -4.555
H -6.978 -0.417 -4.853
H -3.797 -1.813 4.930
C 1.429 -0.058 9.100
H -5.885 -0.266 -3.510
C 1.556 -1.768 5.264
C -0.982 5.022 -2.115
N -5.427 -1.743 -6.317
N 2.397 -2.759 -4.379
C -4.132 0.407 -1.859
H 0.609 6.167 -7.890
H 2.990 0.822 10.044
N -2.901 0.181 -2.367
C -0.786 -5.968 4.816
O -4.969 1.102 -2.430
H 6.883 1.996 -1.207
H -5.278 -0.049 -0.253
N 2.519 -0.057 9.909
H 0.099 -0.364 5.782
H 0.018 -1.306 8.356
H 8.358 2.401 -2.962
H -3.432 -0.506 8.172
H -1.791 3.337 -3.051
H -2.199 -2.484 4.895
N 7.645 2.952 -3.404
H -3.070 5.000 -2.043
N -2.916 -1.971 5.384
H 1.312 0.145 4.653
H -0.550 4.709 -4.902
H -0.689 -4.096 5.589
N -3.615 -0.849 7.243
N -1.319 -4.858 5.389
H 2.970 -2.649 0.084
H -2.292 -4.761 5.620
N 0.832 -1.266 8.951
H 2.224 -3.725 -4.167
H 0.477 5.934 -5.576
O 2.559 -1.996 4.602
H -2.275 6.349 -1.300
N 0.987 -2.693 6.078
H -0.320 5.113 -8.902
H 3.423 -0.716 1.363
N 0.923 -0.571 5.244
Br -1.500 -2.222 0.819
H 1.428 -3.599 6.122
N 2.359 2.539 -1.995
C 2.029 1.619 -2.933
H 0.726 -1.179 -0.926
H 1.839 2.522 -1.133
H 1.838 -2.258 2.228
H 2.873 -0.875 10.371
O 1.141 0.791 -2.764
H -4.510 -0.669 6.825
C 0.996 -0.639 0.055
O 5.561 3.834 -3.437
O 1.017 0.952 8.548
C 6.413 3.158 -2.877
H -1.316 -7.803 4.144
O -0.501 0.191 1.912
H 7.842 3.383 -4.292
N -4.372 -0.194 -0.666
Si 2.376 -1.663 0.985
H -2.684 0.607 -3.253
N 6.199 2.556 -1.682
O 2.347 -1.009 -5.810
N -1.674 -6.964 4.569
H 5.295 2.686 -1.259
O -1.536 -1.738 7.166
H -2.653 -6.906 4.783
H -4.726 -2.267 -6.815
N -0.964 3.847 -2.792
N -0.171 5.180 -5.711
H -2.205 -0.384 -1.916
O 0.039 5.624 -1.812
C -5.106 -1.309 -5.070
H -6.311 -1.570 -6.758
C -0.264 -0.652 1.039
O -1.370 3.822 -7.066
H 1.376 -2.638 -7.403
H 3.489 2.363 -4.224
N -0.041 5.409 -7.981
N 2.758 1.689 -4.069
H 2.796 -2.167 -3.668
N 1.591 -3.026 -6.500
N -6.082 -0.609 -4.444
H -3.701 -0.764 -0.184
H 0.161 -2.520 6.629
C 2.126 -2.188 -5.578
H 1.369 0.403 -0.196
N -2.220 5.478 -1.803
H 2.544 1.021 -4.795
*
```

In the Mulliken picture, each atom carries the following charge in e: atom 1 (H): 0.155, atom 2 (C): 0.633, atom 3 (H): 0.133, atom 4 (C): 0.586, atom 5 (H): 0.074, atom 6 (O): -0.635, atom 7 (H): 0.159, atom 8 (O): -0.629, atom 9 (H): 0.159, atom 10 (H): 0.169, atom 11 (C): 0.717, atom 12 (H): 0.146, atom 13 (C): 0.316, atom 14 (C): 0.699, atom 15 (N): -0.408, atom 16 (N): -0.366, atom 17 (C): 0.823, atom 18 (H): 0.159, atom 19 (H): 0.233, atom 20 (N): -0.062, atom 21 (C): 0.563, atom 22 (O): -0.820, atom 23 (H): 0.168, atom 24 (H): 0.186, atom 25 (N): -0.406, atom 26 (H): 0.125, atom 27 (H): 0.205, atom 28 (H): 0.155, atom 29 (H): 0.231, atom 30 (H): 0.099, atom 31 (H): 0.148, atom 32 (N): -0.409, atom 33 (H): 0.162, atom 34 (N): -0.311, atom 35 (H): 0.196, atom 36 (H): 0.234, atom 37 (H): 0.128, atom 38 (N): -0.481, atom 39 (N): -0.217, atom 40 (H): -0.179, atom 41 (H): 0.216, atom 42 (N): -0.251, atom 43 (H): 0.158, atom 44 (H): 0.174, atom 45 (O): -0.703, atom 46 (H): 0.226, atom 47 (N): -0.196, atom 48 (H): 0.231, atom 49 (H): -0.136, atom 50 (N): -0.121, atom 51 (Br): -0.304, atom 52 (H): 0.198, atom 53 (N): -0.228, atom 54 (C): 0.592, atom 55 (H): 0.312, atom 56 (H): 0.176, atom 57 (H): -0.105, atom 58 (H): 0.156, atom 59 (O): -0.601, atom 60 (H): 0.155, atom 61 (C): 0.029, atom 62 (O): -0.659, atom 63 (O): -0.659, atom 64 (C): 0.672, atom 65 (H): 0.243, atom 66 (O): -0.541, atom 67 (H): 0.226, atom 68 (N): -0.315, atom 69 (Si): 0.535, atom 70 (H): 0.134, atom 71 (N): -0.326, atom 72 (O): -0.647, atom 73 (N): -0.395, atom 74 (H): 0.191, atom 75 (O): -0.751, atom 76 (H): 0.159, atom 77 (H): 0.221, atom 78 (N): -0.266, atom 79 (N): -0.298, atom 80 (H): 0.023, atom 81 (O): -0.677, atom 82 (C): 0.622, atom 83 (H): 0.145, atom 84 (C): 0.563, atom 85 (O): -0.660, atom 86 (H): 0.220, atom 87 (H): 0.113, atom 88 (N): -0.396, atom 89 (N): -0.318, atom 90 (H): 0.188, atom 91 (N): -0.423, atom 92 (N): -0.258, atom 93 (H): 0.062, atom 94 (H): 0.211, atom 95 (C): 0.699, atom 96 (H): -0.293, atom 97 (N): -0.390, atom 98 (H): 0.230